Formula: F2H3N2OP
Source: OMol25
Level of theory: wB97M-V/def2-TZVPD

Cartesian coordinates (Å):
P  -1.779  0.062  0.490
F  -2.425  -1.288  -0.065
F  -2.391  1.010  -0.665
O  2.240  -0.086  0.775
N  1.073  0.467  -0.006
N  -0.166  -0.225  -0.079
H  2.711  -0.533  0.044
H  -0.204  -0.770  -0.943
H  0.941  1.361  0.450

For the strongest force on any atom, the calculation gives 8.2 eV Å⁻¹. As for the total charge: 0. The expectation value of S² is 2.01. The energy above the lowest of the compared OMol25 structures with the same formula, charge and spin comes out at 376.3 kJ/mol. As for the HOMO-LUMO gap (alpha / beta): 0.19986 / 0.30820 Eh. The spin multiplicity is 3. The value obtained for the lowest unoccupied orbital energy (alpha / beta) is 0.0250 / -0.0856 hartree.